[1]
ORCA calculation (ωB97M-V/def2-TZVPD) on the ion C24H37BF3I2N3O8P with charge +1 in a non-equilibrium geometry.

Calculated values
- Kohn-Sham gap (eV) = 6.1
- LUMO level (eV) = -4.4
- structure (SMILES) = CCB(O)N(C1=[N+](C(F)(F)F)[C@@](COc2cc(C)ccc2C(C)C)(P(=O)(O)O)O[C@@H](COC)N1CCO)/C(I)=C(/C)I
- charge = +1

Element x y z (Å)
C 5.291 -2.066 2.633
C 4.829 -1.175 1.343
B 3.220 -1.322 1.234
O 2.460 -1.459 2.454
N 2.436 -1.281 -0.093
C 1.722 -0.206 -0.475
N 1.725 1.041 0.362
C 2.934 1.833 0.178
F 3.947 1.173 -0.610
F 3.593 2.007 1.444
F 2.841 3.096 -0.403
C 0.434 1.745 0.280
C -0.764 0.857 0.960
O -2.059 1.203 0.451
C -3.135 0.810 1.291
C -3.187 0.802 2.832
C -4.406 0.403 3.705
C -4.257 0.470 5.302
C -5.719 -0.021 2.984
C -5.706 -0.019 1.437
C -4.464 0.380 0.560
C -4.663 0.355 -1.022
C -4.103 -1.038 -1.619
C -4.128 1.665 -1.789
P 0.323 3.337 1.371
O 1.222 3.236 2.622
O 0.590 4.762 0.465
O -1.258 3.551 2.028
O 0.168 2.155 -1.060
C 0.637 1.305 -2.102
C 1.751 1.973 -3.093
O 2.904 1.128 -3.291
C 3.964 1.870 -3.969
N 0.980 -0.121 -1.713
C -0.322 -0.824 -1.811
C -0.570 -2.206 -1.079
O -0.359 -3.271 -2.033
C 2.611 -2.463 -0.957
I 3.519 -2.150 -2.947
C 2.308 -3.809 -0.660
C 2.618 -4.994 -1.728
I 1.402 -4.405 1.196
H 4.768 -1.754 3.596
H 6.420 -1.939 2.823
H 5.087 -3.182 2.442
H 5.035 -0.080 1.662
H 5.403 -1.467 0.403
H 2.501 -0.636 2.994
H -0.626 -0.268 0.817
H -0.630 1.034 2.097
H -2.243 1.133 3.408
H -3.768 1.462 5.623
H -5.300 0.428 5.767
H -3.583 -0.367 5.695
H -6.620 -0.322 3.622
H -6.692 -0.310 0.917
H -5.807 0.332 -1.201
H -4.022 -1.767 -0.730
H -3.118 -0.903 -2.179
H -4.893 -1.405 -2.379
H -3.008 1.483 -1.999
H -4.178 2.621 -1.152
H -4.618 1.819 -2.815
H 0.381 4.628 -0.487
H -1.779 4.158 1.448
H -0.256 1.197 -2.835
H 2.016 3.055 -2.770
H 1.314 2.125 -4.160
H 4.153 1.482 -5.041
H 4.911 1.795 -3.318
H 3.730 2.988 -4.075
H -0.500 -1.026 -2.940
H -1.240 -0.175 -1.516
H -1.689 -2.279 -0.780
H 0.009 -2.289 -0.103
H -0.656 -4.139 -1.683
H 2.396 -5.998 -1.232
H 2.021 -4.792 -2.679
H 3.752 -4.969 -1.922

[2]
ORCA calculation (ωB97M-V/def2-TZVPD) on a structure of composition C24H37Br2IN2O5PS2SiTi.

Calculated values
- ΔE to the lowest compared entry with this formula, charge and spin (kJ/mol) = 0.0
- Kohn-Sham gap (eV) = 6.9
- LUMO level (eV) = 1.9
- charge = -1

Element x y z (Å)
Ti 0.582 -0.585 1.378
C 2.628 3.387 0.368
C 1.143 3.419 0.163
N 0.584 4.502 -0.328
C -0.748 4.522 -0.513
C -1.586 3.494 -0.167
C -3.056 3.554 -0.494
O -3.483 2.419 -1.227
C -1.011 2.343 0.410
C -1.846 1.290 0.921
N -1.462 0.187 1.473
C -2.559 -0.645 1.871
C -3.291 -1.296 0.882
C -4.341 -2.130 1.221
C -4.682 -2.313 2.554
C -3.988 -1.635 3.542
C -2.934 -0.798 3.200
I -2.005 0.306 4.702
C 0.371 2.284 0.525
O 0.978 1.226 0.999
H 3.077 4.235 -0.144
H 3.054 2.454 0.002
H 2.867 3.447 1.434
H -1.149 5.415 -0.981
H -3.248 4.482 -1.045
H -3.668 3.588 0.413
H -2.802 2.228 -1.907
H -2.918 1.458 0.855
H -2.995 -1.145 -0.150
H -4.890 -2.641 0.441
H -5.494 -2.974 2.827
H -4.263 -1.747 4.581
Br -0.576 -3.578 2.630
C -0.313 -2.531 0.987
Br 2.825 -1.475 0.585
H -1.274 -2.552 0.489
H 0.397 -3.105 0.398
C 1.525 -0.060 5.830
Si 2.224 -0.630 4.192
C 3.469 0.629 3.610
C 2.962 -2.326 4.371
O 0.979 -0.715 3.087
H 2.323 0.004 6.575
H 0.767 -0.752 6.200
H 1.072 0.929 5.737
H 4.193 0.848 4.400
H 2.962 1.560 3.344
H 4.004 0.275 2.729
H 3.807 -2.316 5.065
H 3.312 -2.681 3.400
H 2.215 -3.031 4.740
C -0.826 -2.782 -4.083
C -1.430 -1.602 -4.823
C -0.775 -1.363 -6.174
O -1.456 -0.375 -4.072
P -0.352 0.267 -3.101
S -0.701 2.200 -3.061
S -0.368 -0.765 -1.381
O 0.973 -0.070 -3.946
C 2.352 0.030 -3.529
C 2.857 -1.369 -3.231
C 2.581 0.995 -2.380
H -0.937 -3.674 -4.705
H -1.324 -2.947 -3.130
H 0.233 -2.623 -3.886
H -2.493 -1.804 -4.984
H 0.293 -1.187 -6.053
H -1.218 -0.492 -6.657
H -0.924 -2.235 -6.815
H 2.857 0.422 -4.417
H 2.335 -1.776 -2.365
H 3.924 -1.342 -3.003
H 2.698 -2.022 -4.092
H 2.125 0.629 -1.460
H 2.183 1.984 -2.612
H 3.658 1.074 -2.214

[3]
ORCA calculation (ωB97M-V/def2-TZVPD) on a cluster of 6 separate species, C24H37ClNO16 in total.

Calculated values
- Kohn-Sham gap (eV) = 9.2
- LUMO level (eV) = -3.0
- charge = +1

Element x y z (Å)
C 3.475 -4.467 0.828
C 3.361 -3.168 0.054
Cl 4.799 -2.959 -1.004
C 2.084 -3.097 -0.790
C 1.456 -1.701 -0.988
C 2.403 -0.486 -0.967
C 1.487 0.687 -0.648
N 0.416 0.012 0.106
C 0.337 -1.263 -0.067
C -0.827 -1.989 0.534
C -1.095 -3.426 0.103
O -1.035 -3.566 -1.305
H 3.583 -5.316 0.152
H 2.582 -4.617 1.440
H 4.344 -4.455 1.486
H 3.420 -2.332 0.749
H 1.366 -3.784 -0.358
H 2.300 -3.487 -1.783
H 0.968 -1.722 -1.973
H 3.162 -0.588 -0.193
H 2.908 -0.332 -1.916
H 1.055 1.118 -1.554
H 1.936 1.493 -0.076
H -0.271 0.518 0.657
H -0.749 -1.917 1.625
H -1.709 -1.394 0.279
H -0.367 -4.119 0.521
H -2.071 -3.715 0.498
H -1.884 -3.314 -1.685
C 3.254 2.886 -5.506
C 1.826 2.650 -5.049
O 2.033 2.009 -3.768
C 3.249 2.362 -3.311
O 3.638 2.134 -2.201
O 3.957 2.994 -4.253
H 3.394 3.801 -6.073
H 3.668 2.041 -6.056
H 1.277 3.574 -4.890
H 1.245 1.997 -5.690
C -3.906 -3.269 4.479
C -3.962 -4.258 3.333
O -4.094 -3.391 2.189
C -3.629 -2.171 2.522
O -3.474 -1.277 1.740
O -3.354 -2.098 3.831
H -3.260 -3.567 5.297
H -4.892 -3.019 4.859
H -3.037 -4.827 3.225
H -4.809 -4.935 3.379
C -2.084 5.721 -4.179
C -2.843 6.144 -5.427
O -1.981 5.677 -6.472
C -1.213 4.683 -5.995
O -0.508 3.987 -6.657
O -1.344 4.583 -4.649
H -2.720 5.417 -3.353
H -1.377 6.481 -3.846
H -3.805 5.641 -5.520
H -2.974 7.217 -5.526
C -6.828 -4.047 9.289
C -7.641 -3.338 8.218
O -6.790 -3.463 7.067
C -5.969 -4.518 7.254
O -5.264 -4.976 6.406
O -6.051 -4.972 8.514
H -7.422 -4.599 10.011
H -6.145 -3.373 9.807
H -8.582 -3.845 8.005
H -7.822 -2.286 8.416
C 5.805 4.783 -1.969
C 6.514 4.685 -0.629
O 7.199 5.936 -0.555
C 6.563 6.828 -1.354
O 6.783 7.994 -1.383
O 5.635 6.195 -2.113
H 4.841 4.287 -1.992
H 6.423 4.415 -2.789
H 5.812 4.622 0.205
H 7.232 3.873 -0.563

[4]
ORCA calculation (ωB97M-V/def2-TZVPD) on a structure of composition C24H37N9OPPtS2 in a non-equilibrium geometry.

Calculated values
- <S²> = 6.0291
- Kohn-Sham gap (alpha / beta) (eV) = 8.6 / 5.7
- LUMO level (alpha / beta) (eV) = -2.5 / -5.4
- charge = +1
- spin multiplicity = 5

Element x y z (Å)
Pt -0.572 1.051 0.713
S 0.006 2.020 3.061
C -1.625 2.563 2.814
S -2.650 1.311 2.207
C -1.991 3.874 2.964
C -1.010 4.852 3.293
N -0.183 5.632 3.481
C -3.290 4.337 2.618
N -4.312 4.737 2.271
C -3.219 4.813 -1.329
N -1.854 4.673 -0.815
C -1.034 5.732 -0.614
C 0.188 5.597 -0.050
C 0.578 4.297 0.377
N -0.216 3.254 0.125
C -1.422 3.411 -0.474
O -2.118 2.410 -0.669
N 1.720 4.090 1.027
H -3.360 5.827 -1.691
H -3.935 4.604 -0.536
H -3.378 4.099 -2.133
H -1.415 6.697 -0.920
H 0.832 6.447 0.112
H 2.260 4.880 1.333
H 1.857 3.206 1.487
N -0.013 -0.754 0.759
P 0.609 -1.889 -0.182
N 2.168 -1.557 -0.678
C 2.507 -1.390 -2.092
C 2.470 0.079 -2.508
C 3.427 0.891 -1.634
C 3.080 0.703 -0.158
C 3.041 -0.779 0.215
N -0.308 -2.169 -1.520
C -0.481 -3.484 -2.142
C -1.947 -3.911 -2.144
C -2.824 -2.831 -2.777
C -2.609 -1.489 -2.078
C -1.132 -1.114 -2.116
N 0.679 -3.335 0.628
C 1.889 -3.818 1.298
C 1.941 -3.409 2.771
C 0.680 -3.875 3.498
C -0.558 -3.320 2.796
C -0.563 -3.727 1.322
H 1.833 -1.990 -2.699
H 3.520 -1.781 -2.229
H 1.448 0.452 -2.374
H 2.738 0.175 -3.561
H 3.380 1.948 -1.902
H 4.453 0.554 -1.811
H 2.089 1.130 0.033
H 3.804 1.215 0.479
H 2.693 -0.900 1.242
H 4.051 -1.194 0.143
H 0.140 -4.207 -1.619
H -0.128 -3.420 -3.180
H -2.274 -4.092 -1.117
H -2.038 -4.849 -2.693
H -3.873 -3.121 -2.722
H -2.569 -2.731 -3.837
H -2.932 -1.553 -1.034
H -3.191 -0.703 -2.563
H -0.967 -0.178 -1.580
H -0.820 -0.965 -3.157
H 2.758 -3.462 0.751
H 1.877 -4.911 1.235
H 2.006 -2.319 2.841
H 2.838 -3.831 3.228
H 0.702 -3.544 4.537
H 0.643 -4.969 3.505
H -0.553 -2.227 2.853
H -1.471 -3.681 3.271
H -1.410 -3.266 0.811
H -0.661 -4.814 1.242

[5]
ORCA calculation (ωB97M-V/def2-TZVPD) on a cluster of 2 separate species, C24H37NO6S in total in a non-equilibrium geometry.

Calculated values
- ΔE to the lowest compared entry with this formula, charge and spin (kJ/mol) = 0.0
- Kohn-Sham gap (eV) = 7.8
- LUMO level (eV) = -0.7
- structure (SMILES) = CCCCCCCCc1cc(N)cc2c1C(=O)C(CCCO)=CC2=O.CCOS(C)(=O)=O

Element x y z (Å)
C -2.127 -0.334 1.640
C -2.943 -1.349 0.805
C -3.539 -0.747 -0.482
C -2.404 -0.133 -1.347
C -2.542 -0.384 -2.869
C -2.971 0.857 -3.676
C -1.785 1.647 -4.286
C -0.628 1.896 -3.300
C 0.617 1.046 -3.495
C 0.707 0.073 -4.459
C 1.827 -0.696 -4.640
N 1.907 -1.652 -5.660
C 2.923 -0.550 -3.816
C 2.852 0.408 -2.850
C 1.737 1.209 -2.695
C 1.810 2.256 -1.625
O 1.190 3.304 -1.730
C 2.704 2.020 -0.441
C 2.522 2.659 0.937
C 1.151 3.330 1.246
C 1.295 4.866 1.325
O 0.948 5.525 0.111
C 3.754 1.223 -0.627
C 4.043 0.579 -1.932
O 5.144 0.167 -2.253
H -1.140 -0.730 1.884
H -2.636 -0.105 2.580
H -1.960 0.627 1.144
H -2.261 -2.147 0.496
H -3.744 -1.740 1.437
H -4.176 -1.446 -1.026
H -4.181 0.085 -0.158
H -1.465 -0.600 -1.023
H -2.355 0.931 -1.112
H -3.305 -1.162 -2.986
H -1.635 -0.807 -3.309
H -3.609 0.543 -4.511
H -3.584 1.539 -3.078
H -1.471 1.228 -5.241
H -2.197 2.633 -4.528
H -0.306 2.930 -3.437
H -0.919 1.815 -2.253
H -0.110 -0.142 -5.138
H 2.438 -2.462 -5.379
H 1.000 -1.900 -6.031
H 3.831 -1.131 -3.920
H 2.663 1.852 1.661
H 3.366 3.339 1.080
H 0.875 3.012 2.256
H 0.368 3.047 0.548
H 2.334 5.149 1.547
H 0.691 5.306 2.121
H 1.664 5.382 -0.515
H 4.453 1.044 0.188
C 2.006 -3.482 4.640
C 1.247 -4.321 5.649
O 0.112 -3.621 6.194
S -1.197 -3.504 5.293
C -2.287 -2.956 6.563
O -1.584 -4.814 4.868
O -1.019 -2.447 4.347
H 1.413 -3.312 3.742
H 2.928 -3.986 4.347
H 2.251 -2.505 5.058
H 0.930 -5.271 5.217
H 1.892 -4.549 6.496
H -2.386 -3.744 7.304
H -3.248 -2.748 6.099
H -1.881 -2.051 7.006

[6]
ORCA calculation (ωB97M-V/def2-TZVPD) on a structure of composition C24H37PtS4Si4 in a non-equilibrium geometry.

Calculated values
- Kohn-Sham gap (alpha / beta) (eV) = 3.3 / 3.5
- LUMO level (alpha / beta) (eV) = 0.4 / 0.4
- charge = -1

Element x y z (Å)
Pt 0.238 -0.400 2.262
S -0.321 -1.379 4.242
S -0.412 -0.132 5.851
S -0.148 1.840 5.280
S 0.044 1.954 3.336
C 1.462 -0.100 0.766
C 2.304 0.423 0.030
C 3.250 1.013 -0.799
C 4.067 2.103 -0.280
C 3.711 2.729 0.928
C 4.472 3.759 1.450
C 5.619 4.195 0.794
C 6.000 3.572 -0.387
C 5.241 2.540 -0.916
C 3.387 0.517 -2.181
C 3.547 1.385 -3.268
C 3.637 0.897 -4.563
C 3.575 -0.469 -4.804
C 3.407 -1.341 -3.736
C 3.308 -0.854 -2.444
H 2.820 2.395 1.446
H 4.166 4.225 2.378
H 6.211 5.005 1.203
H 6.903 3.884 -0.898
H 5.578 2.046 -1.818
H 3.568 2.453 -3.093
H 3.744 1.590 -5.389
H 3.649 -0.849 -5.815
H 3.346 -2.408 -3.912
H 3.165 -1.531 -1.611
C -2.173 -3.942 2.603
Si -2.017 -3.147 0.908
C -3.604 -3.552 -0.030
C -0.601 -4.002 0.017
Si -1.632 -0.838 1.020
Si -1.363 0.008 -1.166
C -0.160 -1.004 -2.186
C -3.003 0.036 -2.108
C -0.746 1.781 -1.097
Si -3.497 0.299 1.885
C -3.681 0.058 3.742
C -5.087 -0.320 1.081
C -3.403 2.142 1.509
H -2.333 -5.019 2.493
H -3.012 -3.524 3.166
H -1.274 -3.787 3.202
H -3.671 -4.636 -0.175
H -3.629 -3.080 -1.015
H -4.493 -3.231 0.515
H -0.713 -5.088 0.097
H 0.357 -3.716 0.458
H -0.572 -3.741 -1.042
H -0.538 -2.008 -2.394
H 0.787 -1.092 -1.662
H 0.022 -0.505 -3.144
H -3.449 -0.959 -2.180
H -2.846 0.409 -3.125
H -3.729 0.693 -1.621
H 0.172 1.837 -0.513
H -1.483 2.448 -0.642
H -0.534 2.144 -2.108
H -4.243 -0.856 3.955
H -4.216 0.899 4.192
H -2.711 -0.030 4.233
H -5.303 -1.357 1.346
H -5.055 -0.251 -0.009
H -5.918 0.298 1.436
H -2.389 2.531 1.601
H -4.039 2.695 2.207
H -3.759 2.344 0.495